a:
Computed, not measured: an isolated ion of composition C6H13N and charge -1, with the ωB97M-V functional and the def2-TZVPD basis.

Properties
Kohn-Sham gap (spin up / spin down): 3.8 / 6.3 eV
Highest occupied orbital energy (spin up / spin down): 0.478 / -2.239 eV
2S+1: 2
Charge: -1

Cartesian coordinates (Å):
1 N 2.156 1.464 0.116
2 C 0.075 -1.195 0.123
3 C -0.536 1.399 -0.158
4 C 0.978 1.472 -0.757
5 C -0.519 -2.102 -1.040
6 C -0.733 0.016 0.580
7 C -1.440 0.047 1.780
8 H -1.506 -1.599 -1.282
9 H 1.030 -1.117 -0.287
10 H -1.120 -0.437 2.737
11 H 1.189 2.128 -1.637
12 H -0.766 2.206 0.482
13 H 1.933 2.033 0.875
14 H -0.569 -3.203 -0.599
15 H 0.215 -1.734 1.099
16 H 0.977 0.492 -1.241
17 H 2.396 0.603 0.474
18 H -0.141 -2.337 -2.023
19 H -2.417 0.547 1.810
20 H -1.201 1.317 -1.052

=====

b:
Computed, not measured: an isolated ion of composition C6H13N and charge -1, with the ωB97M-V functional and the def2-TZVPD basis.

Properties
Kohn-Sham gap (spin up / spin down): 2.7 / 7.7 eV
Highest occupied orbital energy (spin up / spin down): 1.417 / -3.710 eV
2S+1: 2
Charge: -1

Cartesian coordinates (Å):
1 N 1.241 -1.640 0.474
2 C 1.068 -0.335 0.000
3 C -0.272 1.563 -0.951
4 C -1.428 -0.553 -0.199
5 C -2.190 -0.326 1.092
6 C 2.383 0.408 -0.072
7 C -0.118 0.201 -0.294
8 H -1.214 2.019 -0.647
9 H -1.688 -0.566 2.032
10 H -3.154 -0.832 1.135
11 H -2.039 -0.310 -1.073
12 H -2.302 0.766 1.171
13 H 2.151 -2.083 0.380
14 H -1.175 -1.608 -0.398
15 H 0.433 -2.247 0.518
16 H 2.580 0.546 -1.140
17 H -0.290 1.431 -2.042
18 H 3.210 -0.057 0.446
19 H 2.219 1.396 0.376
20 H 0.585 2.227 -0.807

=====

c:
Computed, not measured: an isolated ion of composition C6H13N and charge -1, with the ωB97M-V functional and the def2-TZVPD basis.

Properties
Kohn-Sham gap (spin up / spin down): 3.6 / 7.2 eV
Highest occupied orbital energy (spin up / spin down): 0.881 / -3.038 eV
2S+1: 2
Charge: -1

Cartesian coordinates (Å):
1 N 1.540 -0.214 -1.414
2 C 1.009 0.170 -0.100
3 C -1.171 -1.904 -0.888
4 C 2.077 0.871 0.670
5 C -0.857 1.379 1.092
6 C -0.327 0.338 0.160
7 C -1.463 -0.639 -0.064
8 H -1.908 1.645 0.928
9 H -0.883 1.198 2.189
10 H 1.364 0.528 -2.109
11 H -2.035 -2.542 -0.887
12 H -0.780 -1.642 -1.881
13 H 1.628 1.291 1.603
14 H 2.858 0.169 0.958
15 H 1.013 -1.044 -1.646
16 H -1.654 -1.091 0.969
17 H 2.567 1.758 0.192
18 H -0.382 -2.447 -0.291
19 H -0.273 2.347 1.042
20 H -2.324 -0.169 -0.524

=====

Most stable: b. Least stable: a.

=====

a:
Computed, not measured: C2HCl2NS as an isolated structure, with the ωB97M-V functional and the def2-TZVPD basis.

Properties
Kohn-Sham gap (spin up / spin down): 7.2 / 7.2 eV
Highest occupied orbital energy (spin up / spin down): -8.268 / -11.177 eV
2S+1: 3
Charge: 0

Cartesian coordinates (Å):
1 Cl -1.067 -2.731 1.627
2 Cl -1.432 -1.413 -1.315
3 S 1.062 -0.124 -0.037
4 N 1.951 -2.563 -2.429
5 C 0.301 -1.167 -0.945
6 C 1.146 -1.981 -1.822
7 H -0.764 -1.175 2.192

=====

b:
Computed, not measured: a 2-piece molecular cluster, C2HCl2NS overall, with the ωB97M-V functional and the def2-TZVPD basis.

Properties
Kohn-Sham gap (spin up / spin down): 9.7 / 7.2 eV
Highest occupied orbital energy (spin up / spin down): -9.148 / -9.730 eV
2S+1: 3
Charge: 0

Cartesian coordinates (Å):
1 Cl -1.621 0.333 2.177
2 Cl 1.149 0.515 1.231
3 S 1.187 1.469 -1.526
4 N -0.600 -2.028 -0.599
5 C -0.471 -1.248 0.275
6 C -0.363 -0.226 1.180
7 H 0.720 1.185 -2.738

=====

Most stable: b. Least stable: a.

=====

a:
Computed, not measured: a 2-piece molecular cluster, FHN2O2S overall, with the ωB97M-V functional and the def2-TZVPD basis.

Properties
Kohn-Sham gap (spin up / spin down): 8.5 / 8.5 eV
Highest occupied orbital energy (spin up / spin down): -9.240 / -9.254 eV
2S+1: 1
Charge: 0

Cartesian coordinates (Å):
1 S -0.037 0.379 -0.830
2 F 2.042 1.931 -0.322
3 O 3.743 -0.377 0.743
4 O 2.363 -1.185 -0.761
5 N 2.790 -0.456 0.036
6 N 1.251 0.885 0.059
7 H -0.663 -0.030 0.229

=====

b:
Computed, not measured: one molecule with the formula FHN2O2S, with the ωB97M-V functional and the def2-TZVPD basis.

Properties
Kohn-Sham gap: 10.1 eV
SMILES: O=[N+]([O-])N(F)S
Highest occupied orbital energy: -10.406 eV
2S+1: 1
Charge: 0

Cartesian coordinates (Å):
1 S -1.429 0.189 -1.012
2 F 0.225 1.719 0.346
3 O 1.939 0.107 -0.107
4 O 0.664 -1.549 0.435
5 N 0.907 -0.426 0.175
6 N -0.280 0.464 0.228
7 H -2.027 -0.505 -0.065

=====

Most stable: b. Least stable: a.